Computed, not measured: a cluster of 10 separate species, C4H28N2O10 in total at a distorted geometry, with the ωB97M-V functional and the def2-TZVPD basis.

Summary:
Kohn-Sham gap: 0.3322 hartree
SMILES string: CNCC(=O)NC.O.O.O.O.O.O.O.O.O
HOMO: -9.1 eV

Structure (ORCA input):
```
! RIJCOSX wB97M-V def2-TZVPD def2/J DEFGRID3
* xyz 0 1
O 0.50491 -0.02483 -0.37495
O 0.30801 2.60048 2.80339
O -0.55128 -1.12896 -4.00024
O -2.62634 -0.50973 3.18059
O -2.66314 2.96532 -1.35169
O 1.26791 -3.43604 1.92511
O -0.47933 -3.88184 -1.36470
O -2.73721 -1.86501 -0.18860
O -1.75936 0.28726 -1.79874
O -1.38866 1.05623 1.08967
N 1.94836 2.33909 -0.88712
N 1.95356 -0.76820 1.13309
C 2.99532 -0.48128 2.13057
C 2.46909 1.40951 0.07147
C 1.80441 1.97003 -2.26916
C 1.52865 0.20135 0.26222
H 1.27811 3.02809 -0.60028
H -2.06567 1.18505 -1.56875
H -2.36157 2.94170 -2.27544
H -1.82255 -0.99184 3.43020
H 2.96809 -1.27333 2.86988
H -0.78192 0.24021 -1.79947
H 1.77870 -3.97784 1.29763
H -0.94243 -0.55173 -3.32545
H -2.36307 -1.28429 -0.86320
H 3.99357 -0.64807 1.69662
H -3.55772 2.62975 -1.55190
H 2.00385 0.93410 -2.52141
H 1.31741 -1.51504 1.34983
H 2.78342 0.52424 2.47679
H -0.29853 -1.92078 -3.51102
H 2.45045 2.64733 -2.89521
H -2.26569 1.24778 0.74897
H 2.64310 1.92241 1.01980
H -0.79707 0.85452 0.32782
H 0.34875 -3.45235 1.64766
H -2.19181 0.29493 2.86392
H -0.50157 -2.95381 -1.09410
H -1.29119 -4.13965 -1.79977
H -0.52421 2.41704 2.33427
H 0.72737 2.02034 -2.52373
H -3.12839 -1.36979 0.53810
H 3.40919 0.98498 -0.28072
H 0.97200 2.56617 2.11819
*
```

=====

Computed, not measured: a cluster of 10 separate species, C4H28N2O11 in total at a distorted geometry, with the ωB97M-V functional and the def2-TZVPD basis.

Summary:
Kohn-Sham gap: 0.3716 hartree
SMILES string: C[C@H](N)CNC(=O)O.O.O.O.O.O.O.O.O.O
HOMO: -10.2 eV

Structure (ORCA input):
```
! RIJCOSX wB97M-V def2-TZVPD def2/J DEFGRID3
* xyz 0 1
O 4.36874 1.19937 -1.55708
O -0.05461 -3.39792 2.49513
O 2.26196 -2.58221 1.50342
O 2.02329 0.96542 0.56853
O -0.56027 2.96837 -1.56992
O -0.72348 2.06674 1.91301
O -2.04883 0.85837 3.80301
O -3.57285 0.01922 -2.47895
O -2.22735 -1.70776 -1.85697
O 2.46549 -0.38585 3.04604
O -3.21830 0.81449 1.46906
N 1.19989 0.75783 -2.49449
N -1.62766 0.40376 -1.24442
C 2.01123 -1.35997 -1.31807
C 0.69798 -0.52439 -1.98224
C -2.52791 -0.36686 -2.02831
C -0.28334 -0.18477 -0.87766
H -1.42112 0.02194 3.88624
H -0.62237 -1.26265 -0.35286
H 3.50410 0.90382 -1.82693
H 2.49067 0.47872 2.43568
H 1.58387 -1.82710 -0.52725
H -0.70422 3.92429 -1.73357
H 0.28194 -2.66055 3.03838
H 2.88395 -0.84461 -0.93688
H 0.28517 -1.34822 -2.72233
H 0.36996 2.98976 -1.27777
H 1.76254 0.55232 -3.32790
H -2.75278 -2.43128 -2.17761
H -1.67852 1.37390 -1.45378
H -2.84421 -0.03494 1.22902
H -2.72020 1.52757 0.94467
H 2.22853 -2.06023 -2.12065
H -0.78234 1.51234 2.71272
H 2.20155 -0.90991 2.28632
H 2.32722 -3.32494 1.96394
H 0.34170 0.40708 -0.12690
H 0.35595 1.10044 -2.84675
H 1.99960 0.68973 -0.39136
H 2.88151 -2.45748 0.84422
H 1.51001 1.65078 0.95035
H -2.68371 0.51811 3.09425
H 3.93054 1.46841 -0.67680
H -0.90266 3.04805 2.24493
H 0.06973 -3.06645 1.59653
*
```

=====

Computed, not measured: a cluster of 9 separate species, C4H28N3O8 in total at a distorted geometry, with the ωB97M-V functional and the def2-TZVPD basis.

Summary:
Kohn-Sham gap: 0.3404 hartree
HOMO: -11.8 eV

Structure (ORCA input):
```
! RIJCOSX wB97M-V def2-TZVPD def2/J DEFGRID3
* xyz 1 1
O -3.11182 0.41525 -0.82205
O -3.54834 -0.10942 -3.27459
O 3.39003 3.02997 -0.75446
O 2.18932 0.72702 -2.36688
O -1.23585 1.71550 3.78937
O -3.50477 1.70374 2.39622
O -3.64842 -3.19926 -1.62313
O 3.11691 1.27174 2.87632
N -0.60209 -1.45338 -2.59230
N 2.71243 0.78212 0.27950
N 0.71671 -1.95228 -0.71478
C 2.64852 -0.77624 0.70607
C 0.33558 -2.30931 -1.91698
C 1.22130 -0.93298 1.34004
C 0.18303 -0.98043 0.14994
H 3.50721 -0.78260 1.47503
H 2.92913 -1.51474 0.01513
H -3.58206 -0.42083 -1.01134
H 3.16563 2.06504 3.39855
H 3.66656 1.34461 0.02878
H 1.28073 -1.95179 1.94721
H -3.39788 0.78327 -2.88820
H 0.70468 -3.30042 -2.22761
H -1.50850 0.88688 4.16195
H 3.50723 3.01055 -1.68904
H 0.97394 -0.04884 2.08136
H -0.70937 2.09831 4.48359
H -3.99843 -0.62293 -2.62950
H 2.45244 1.54082 1.08246
H -4.11318 -3.90323 -1.11777
H -0.71235 -1.55009 0.66333
H -3.32908 2.59353 2.04489
H -0.24799 -0.01557 -0.07301
H 2.53246 0.67572 3.40924
H 1.31331 1.12949 -2.64727
H 3.45999 3.86008 -0.26942
H 2.05858 0.84251 -0.61197
H 2.26661 -0.24861 -2.59023
H -3.27244 0.53646 0.17366
H -1.49703 -1.35369 -1.93716
H -0.87964 -1.61887 -3.54807
H -3.54234 -3.71353 -2.41765
H -3.89075 1.74643 3.22079
*
```

=====

Computed, not measured: a cluster of 11 separate species, C4H28NO12 in total at a distorted geometry, with the ωB97M-V functional and the def2-TZVPD basis.

Summary:
Kohn-Sham gap: 0.3253 hartree
HOMO: -11.7 eV

Structure (ORCA input):
```
! RIJCOSX wB97M-V def2-TZVPD def2/J DEFGRID3
* xyz 1 1
O -0.42418 3.70928 -1.46800
O 1.88802 1.26284 2.79769
O -2.34216 0.78153 -1.92349
O -1.57664 3.53290 1.09667
O -2.08416 0.34730 3.57495
O -1.51875 -2.68226 -0.40183
O 1.80460 -2.16124 -3.63154
O 3.47799 0.10438 0.05677
O 0.96587 -1.25714 2.22725
O 0.71743 -3.94272 -1.01529
O -1.74761 -2.10631 2.12363
O 1.85503 2.62348 -2.47094
N -1.33718 0.20597 0.81040
C -0.26628 -0.18186 -1.20043
C -1.16181 0.94259 -1.85729
C -0.15752 -0.42094 0.24795
C 0.88954 -1.01877 0.90075
H -2.93502 0.07868 3.47054
H 0.16055 -0.99929 2.68640
H -1.52921 3.77856 0.16818
H -2.14753 0.42037 0.08708
H 2.52947 0.50300 2.60786
H -0.58515 1.85998 -2.20933
H 4.12703 0.46950 -0.71270
H 1.83671 -1.37183 0.49926
H -0.67297 -2.85056 -0.62428
H -2.19794 1.28872 3.52113
H -1.65707 -2.46310 1.23474
H 1.08910 -4.14237 -1.81002
H 2.56853 2.70209 -1.80704
H 0.69936 -0.10824 -1.72630
H 3.95171 -0.63959 0.39370
H 2.20762 3.05463 -3.23134
H -1.70418 -0.34397 1.64444
H 2.21697 -1.43297 -3.15833
H -1.07160 4.12836 1.64100
H -1.98042 -3.49024 -0.46450
H -0.09293 4.45218 -1.75455
H 0.13500 3.07130 -2.08983
H 1.21136 -1.67527 -4.21973
H 0.96531 -4.57731 -0.39547
H -1.25275 1.11570 1.26932
H -0.34012 -1.27964 -1.82184
H 1.85678 2.03309 2.20371
H -1.97547 -2.64593 2.65227
*
```

=====

Computed, not measured: a cluster of 10 separate species, C4H29NO10 in total at a distorted geometry, with the ωB97M-V functional and the def2-TZVPD basis.

Summary:
Kohn-Sham gap: 0.3552 hartree
SMILES string: C[C@H](N)CCO.O.O.O.O.O.O.O.O.O
HOMO: -9.6 eV

Structure (ORCA input):
```
! RIJCOSX wB97M-V def2-TZVPD def2/J DEFGRID3
* xyz 0 1
O 2.66436 3.48408 1.00253
O -1.87562 0.31071 3.68201
O -1.00659 1.02812 -1.53802
O 2.61631 -1.36296 -1.43361
O -0.15002 -1.03723 0.65278
O 0.27136 3.75976 -0.47428
O 1.20925 0.48771 2.40781
O 4.14548 -0.33615 0.60432
O 1.53159 0.84790 -0.43317
O -0.21134 2.64381 1.72921
N -0.33858 -2.98479 -1.36381
C -1.48340 -2.08389 -1.54575
C -1.52819 -1.16536 0.82068
C -2.42772 -2.40260 -2.69829
C -2.27054 -1.98026 -0.24199
H -1.75310 1.23354 -0.95967
H 1.56034 1.53801 -1.07499
H -0.28515 4.53123 -0.42685
H -0.51809 -3.93503 -1.65989
H 0.32083 -1.75823 0.21161
H 2.23776 -0.73870 -0.75448
H 0.69107 2.48308 2.02910
H -1.90618 -2.83829 -3.55526
H 2.66178 2.59321 0.61036
H -0.99472 -1.11827 -1.76588
H 3.70068 0.50738 0.65865
H 1.94463 -1.04030 -2.05301
H -1.48683 1.08789 3.25052
H -2.79586 -1.50052 -3.19957
H 1.06257 3.96962 0.04722
H -2.52735 -2.98818 0.08891
H 0.48129 -0.03363 2.03165
H 4.38238 -0.40755 -0.32676
H -1.45395 0.99433 -2.39204
H 0.63880 0.69342 -0.11699
H -1.98252 -0.17397 0.94165
H 0.48026 -2.70734 -1.88608
H 2.27636 3.15163 1.82577
H -0.07102 3.22248 0.96851
H -3.26869 -3.00683 -2.36582
H -1.84162 -1.56563 1.79124
H 1.70664 -0.03393 3.03741
H -1.17332 0.13307 4.30987
H -3.23332 -1.50133 -0.43561
*
```

=====

Computed, not measured: a cluster of 10 separate species, C4H29NO10S2 in total at a distorted geometry, with the ωB97M-V functional and the def2-TZVPD basis.

Summary:
Kohn-Sham gap: 0.3132 hartree
SMILES string: CN[C@@H](CO)CSS.O.O.O.O.O.O.O.O.O
HOMO: -8.3 eV

Structure (ORCA input):
```
! RIJCOSX wB97M-V def2-TZVPD def2/J DEFGRID3
* xyz 0 1
S 2.04120 0.38476 -1.64118
S 1.98624 -1.22590 -2.97710
O -0.94373 -0.82690 4.21551
O 1.07327 3.05102 0.68240
O -1.26507 -2.50047 -1.60939
O 0.02566 3.78698 -2.63886
O -0.18507 -3.15094 2.82012
O 3.52240 -1.56124 1.21074
O 0.42013 1.56616 3.90457
O 2.74797 1.61611 2.28289
O -2.53974 -2.29283 1.11222
O 0.74314 -3.09040 0.13346
N -1.55147 0.40138 -2.99634
C -0.46682 1.35322 -2.77319
C -0.97622 2.75559 -2.49648
C -2.64205 0.37161 -2.02176
C 0.33208 0.88018 -1.49706
H 0.36999 3.93075 -1.75500
H 1.61901 -2.94309 0.53255
H 2.98072 -1.47761 2.00448
H 0.58340 -3.52575 3.25230
H 0.99751 -3.00049 -0.79350
H 0.37802 1.78378 -0.89354
H 2.39361 1.60024 3.18156
H -1.96566 0.46450 -3.91555
H 0.36135 3.67895 0.82451
H 3.34444 -0.71299 0.77966
H -1.87633 -0.65345 4.07337
H -0.50822 1.70448 3.70453
H -3.16491 1.32003 -1.92535
H -1.67445 -2.70148 1.18433
H 3.30194 -1.48370 -2.91586
H -1.39281 -3.39135 -1.94635
H 0.94801 2.29051 1.26457
H -0.24369 0.05551 -1.09810
H -2.30947 -1.81928 0.29657
H -0.77088 -2.01942 -2.28127
H -1.84446 3.05611 -3.08582
H -2.27274 0.08553 -1.03993
H 3.27661 2.41978 2.27371
H 0.22169 1.26028 -3.60825
H 0.33462 0.62491 4.15782
H -0.74432 -1.71575 3.87735
H -3.39679 -0.35182 -2.32389
H 0.02638 -2.85040 1.92787
H -1.29447 2.85291 -1.46332
*
```

=====

Computed, not measured: a cluster of 10 separate species, C4H29NO9 in total at a distorted geometry, with the ωB97M-V functional and the def2-TZVPD basis.

Summary:
Kohn-Sham gap: 0.3616 hartree
SMILES string: CC[C@H](C)N.O.O.O.O.O.O.O.O.O
HOMO: -9.5 eV

Structure (ORCA input):
```
! RIJCOSX wB97M-V def2-TZVPD def2/J DEFGRID3
* xyz 0 1
O -2.57279 3.81988 0.05866
O 2.52652 0.65107 -1.23830
O 0.50426 4.26974 0.20572
O -3.63804 1.24343 1.94471
O -0.08353 2.04471 -1.37699
O -2.35241 1.18758 -0.33364
O 3.18579 -3.36601 1.87688
O -0.56815 0.97973 2.01349
O -0.69694 3.59031 2.58862
N 2.24769 -2.54190 -2.02389
C -0.00323 -3.11650 -2.60522
C 0.69405 -2.93912 -0.11913
C 0.00850 -1.97564 0.84026
C 0.85166 -2.37834 -1.49836
H 0.36890 -0.94445 0.77726
H 2.66593 -3.20284 -1.37402
H 2.66977 -0.27398 -1.41590
H 0.79160 1.64934 -1.44310
H 2.28492 -2.90924 -2.94961
H -2.87193 1.65955 -0.98179
H 0.65190 -3.28127 -3.45839
H -3.05751 1.98378 1.66755
H -3.72120 0.75979 1.12746
H -0.04915 2.87517 -0.88687
H -1.46108 1.46102 -0.70414
H -2.05908 4.63626 -0.02872
H -0.05454 -3.75697 -0.09972
H -0.99406 -1.82897 0.43399
H -1.55963 4.00034 2.46540
H 2.68816 -4.03144 2.35757
H -0.82884 -2.58727 -2.96899
H -0.04808 -2.36671 1.81024
H 0.48706 -1.24558 -1.54163
H -0.65996 0.63033 2.89832
H 0.99019 3.46120 0.04261
H -1.33740 0.74197 1.47009
H 3.38092 1.05197 -1.51096
H 1.61597 -3.15707 0.31774
H 0.02581 4.00307 1.04623
H -0.71194 2.63133 2.54580
H 2.90649 -2.49226 2.21389
H -1.92675 3.11131 0.06053
H -0.28986 -4.04731 -2.20364
*
```

=====

Computed, not measured: a structure of composition C4H2AlFLiO4 at a distorted geometry, with the ωB97M-V functional and the def2-TZVPD basis.

Summary:
Kohn-Sham gap (alpha / beta): 0.2253 / 0.1763 hartree
HOMO (alpha / beta): -22.2 / -22.2 eV

Structure (ORCA input):
```
! RIJCOSX wB97M-V def2-TZVPD def2/J DEFGRID3
* xyz 3 1
Al -3.46079 -2.18592 -0.20105
F -1.11123 0.94093 1.79374
O 3.11591 0.30812 -0.35121
O -1.36283 -0.76587 0.34044
O 5.09156 -0.82878 -0.74154
O -3.00131 0.38688 -0.44469
C -1.87410 1.33787 -0.38690
C -0.82444 0.63817 0.43874
C 4.13174 -0.21307 -0.57703
C -2.58316 -0.76905 -0.06742
Li 1.22821 0.91813 0.06244
H -1.57267 1.49537 -1.42878
H -2.23296 2.27102 0.05827
*
```

=====

The records above yield electronic energy values of -1031.096986; -1106.248498; -935.046947; -1126.425394; -976.910816; -1773.291815; -901.672661; -803.016527 a.u., respectively.
The records above yield energy above the lowest of the compared OMol25 structures with the same formula, charge and spin values of 2.914; 5.374; 5.289; 5.649; 2.601; 1.590; 2.336; 1.817 eV, respectively.